{
  "formula": "C34H27MoN7OS3",
  "method": "wB97M-V/def2-TZVPD",
  "charge": 2,
  "spin_multiplicity": 3,
  "homo_lumo_gap_ev": [3.894, 4.967],
  "e_homo_ev": [-12.79, -12.79],
  "s2": 2.0565,
  "symbols": ["Mo", "S", "C", "C", "C", "C", "C", "C", "N", "C", "C", "C", "C", "C", "C", "C", "C", "N", "C", "C", "C", "C", "C", "S", "C", "H", "H", "H", "H", "H", "H", "H", "H", "H", "H", "H", "H", "C", "C", "N", "C", "C", "C", "S", "N", "C", "O", "C", "C", "C", "C", "C", "C", "H", "H", "H", "H", "H", "H", "H", "H", "H", "H", "H", "H", "H", "H", "H", "N", "C", "N", "C", "N"],
  "positions_angstrom": [[0.199, 0.021, 0.563], [-2.739, -3.005, -3.500], [-3.830, -3.882, -4.469], [-4.825, -4.463, -3.735], [-4.715, -4.195, -2.365], [-3.627, -3.405, -2.053], [-3.191, -2.930, -0.773], [-2.125, -2.016, -0.696], [-1.605, -1.496, 0.412], [-2.196, -1.902, 1.576], [-3.284, -2.816, 1.612], [-3.860, -3.194, 2.862], [-3.384, -2.695, 4.023], [-2.285, -1.784, 4.026], [-1.774, -1.279, 5.215], [-0.699, -0.397, 5.164], [-0.195, -0.069, 3.889], [-0.648, -0.525, 2.729], [-1.695, -1.388, 2.793], [-0.107, 0.171, 6.341], [0.950, 1.057, 6.442], [1.251, 1.401, 7.761], [0.429, 0.781, 8.670], [-0.720, -0.228, 7.933], [-3.778, -3.337, 0.421], [-3.675, -3.919, -5.530], [-5.602, -5.064, -4.173], [-5.422, -4.562, -1.644], [-1.702, -1.721, -1.643], [-4.686, -3.889, 2.848], [-3.812, -2.968, 4.975], [-2.206, -1.571, 6.158], [0.632, 0.614, 3.881], [1.494, 1.452, 5.603], [2.038, 2.077, 8.044], [0.453, 0.876, 9.739], [-4.591, -4.042, 0.445], [1.123, 2.310, -5.500], [1.578, 0.873, -5.274], [0.794, 0.193, -4.248], [-0.244, -0.717, -4.688], [-1.589, -0.021, -4.885], [1.040, 0.479, -2.987], [0.011, -0.364, -1.760], [1.991, 1.306, -2.680], [2.315, 1.648, -1.432], [1.693, 1.240, -0.402], [3.454, 2.554, -1.301], [4.163, 3.002, -2.422], [5.233, 3.860, -2.261], [5.614, 4.280, -0.991], [4.918, 3.840, 0.128], [3.849, 2.984, -0.032], [1.756, 2.760, -6.258], [1.207, 2.891, -4.586], [0.093, 2.344, -5.846], [2.624, 0.867, -4.958], [1.480, 0.302, -6.198], [-0.346, -1.526, -3.962], [0.077, -1.153, -5.633], [-1.932, 0.434, -3.959], [-2.330, -0.747, -5.201], [-1.523, 0.743, -5.652], [3.860, 2.671, -3.401], [5.777, 4.207, -3.125], [6.451, 4.950, -0.873], [5.205, 4.162, 1.117], [3.285, 2.628, 0.817], [1.206, 0.917, 1.861], [1.979, 1.586, 2.480], [2.611, 2.158, 3.347], [3.615, 2.962, 3.512], [4.497, 3.666, 3.708]],
  "forces_ev_per_angstrom": [[-0.1, -0.1, -0.9], [-0.5, -0.4, 0.4], [-0.1, -0.1, 0.1], [0.2, 0.1, -0.6], [0.6, 0.5, 0.4], [-0.3, -0.4, -1.2], [0.0, 0.1, 1.1], [-0.2, -0.1, -0.2], [-0.2, -0.2, -0.2], [-0.4, -0.3, 0.2], [0.5, 0.4, -0.1], [0.1, 0.1, 0.4], [-0.1, -0.1, -0.3], [0.3, 0.2, -0.7], [0.6, 0.5, -0.3], [-0.6, -0.6, -0.5], [0.1, 0.1, 0.3], [-0.2, -0.2, 0.0], [-0.3, -0.2, 0.5], [0.3, 0.4, 1.1], [-0.6, -0.5, -0.3], [-0.2, -0.1, 0.8], [0.3, 0.2, -0.3], [0.4, 0.3, -0.7], [0.6, 0.4, -0.5], [0.0, -0.1, -0.2], [-0.1, -0.1, -0.1], [-0.1, -0.1, 0.2], [0.0, 0.1, 0.2], [-0.1, 0.0, 0.0], [-0.1, -0.1, 0.1], [-0.1, -0.1, 0.1], [-0.1, -0.1, 0.0], [0.1, 0.1, -0.1], [0.1, 0.1, 0.1], [0.0, 0.0, 0.2], [-0.1, -0.1, 0.0], [0.0, -0.2, 0.0], [0.4, 0.6, -0.4], [0.0, -0.1, 0.5], [-0.8, -0.3, -0.1], [0.2, -0.1, 0.0], [0.0, -0.2, 0.7], [-0.3, -0.2, 0.0], [0.5, 0.4, 0.0], [-0.4, -0.4, -1.0], [-0.1, 0.0, 0.8], [0.2, 0.2, 0.4], [-0.2, -0.1, 0.1], [0.0, 0.0, 0.1], [-0.1, -0.1, 0.0], [0.0, 0.0, 0.1], [-0.2, -0.1, -0.1], [0.0, 0.1, -0.1], [0.0, 0.1, 0.0], [-0.1, 0.1, -0.1], [-0.1, -0.1, -0.1], [0.0, -0.1, 0.2], [0.1, 0.0, -0.2], [0.1, 0.0, 0.1], [-0.1, 0.1, 0.1], [-0.1, 0.0, -0.1], [0.0, 0.1, -0.1], [0.0, 0.0, -0.1], [0.0, 0.0, -0.1], [0.1, 0.1, 0.0], [0.1, 0.0, 0.1], [0.1, 0.1, 0.0], [0.1, 0.0, -0.1], [0.8, 0.7, 1.0], [-1.3, -1.1, -0.4], [0.6, 0.4, -0.1], [0.6, 0.5, 0.1]]
}

***

{
  "formula": "C34H28AgN3OP2Se2",
  "method": "wB97M-V/def2-TZVPD",
  "relative_energy_kcal_mol": 0.0,
  "homo_lumo_gap_ev": 7.812,
  "e_homo_ev": -7.98,
  "symbols": ["Ag", "Se", "P", "C", "C", "C", "C", "C", "C", "C", "C", "C", "C", "C", "C", "C", "C", "N", "N", "N", "P", "Se", "C", "C", "C", "C", "C", "C", "C", "C", "C", "C", "C", "C", "H", "H", "H", "H", "H", "H", "H", "H", "H", "H", "H", "H", "H", "H", "H", "H", "H", "H", "H", "H", "C", "C", "O", "C", "C", "C", "C", "C", "C", "H", "H", "H", "H", "H", "H", "H", "H"],
  "positions_angstrom": [[3.026, 1.159, 2.705], [0.018, -2.570, -1.956], [-1.170, -1.688, -0.449], [-2.291, -2.863, 0.363], [-2.778, -2.637, 1.648], [-3.701, -3.507, 2.202], [-4.141, -4.609, 1.478], [-3.648, -4.842, 0.204], [-2.721, -3.972, -0.353], [-2.295, -0.401, -1.081], [-3.314, 0.102, -0.275], [-4.253, 0.971, -0.804], [-4.162, 1.373, -2.129], [-3.134, 0.895, -2.929], [-2.213, -0.002, -2.411], [-0.206, -1.001, 0.913], [0.413, 0.200, 1.277], [1.136, -0.081, 2.383], [1.004, -1.365, 2.663], [0.212, -1.937, 1.793], [0.307, 1.923, 0.782], [1.782, 3.216, 1.679], [0.479, 2.039, -1.006], [0.993, 0.968, -1.723], [1.215, 1.089, -3.088], [0.940, 2.283, -3.732], [0.463, 3.372, -3.009], [0.247, 3.258, -1.648], [-1.340, 2.455, 1.315], [-1.651, 2.208, 2.654], [-2.857, 2.639, 3.176], [-3.752, 3.335, 2.372], [-3.447, 3.577, 1.044], [-2.247, 3.127, 0.508], [-2.411, -1.805, 2.235], [-4.068, -3.334, 3.205], [-4.859, -5.291, 1.915], [-3.978, -5.706, -0.357], [-2.319, -4.154, -1.341], [-3.393, -0.195, 0.763], [-5.052, 1.342, -0.176], [-4.897, 2.054, -2.539], [-3.060, 1.203, -3.963], [-1.427, -0.411, -3.033], [1.222, 0.031, -1.235], [1.594, 0.238, -3.638], [1.112, 2.377, -4.796], [0.273, 4.314, -3.506], [-0.072, 4.123, -1.081], [-0.944, 1.680, 3.284], [-3.094, 2.442, 4.213], [-4.690, 3.683, 2.784], [-4.150, 4.102, 0.411], [-2.044, 3.277, -0.543], [7.152, 0.574, 1.137], [5.772, 0.051, 1.434], [5.183, 0.472, 2.424], [5.149, -0.935, 0.517], [3.870, -1.419, 0.791], [3.247, -2.302, -0.072], [3.911, -2.723, -1.217], [5.198, -2.277, -1.485], [5.816, -1.384, -0.623], [7.364, 1.403, 1.806], [7.235, 0.897, 0.101], [7.890, -0.214, 1.301], [3.356, -1.120, 1.695], [2.246, -2.650, 0.144], [3.420, -3.403, -1.900], [5.719, -2.618, -2.370], [6.814, -1.036, -0.850]],
  "forces_ev_per_angstrom": [[-0.1, 0.1, 0.0], [0.0, 0.0, -0.1], [0.0, 0.1, 0.1], [0.0, 0.0, 0.0], [0.0, 0.0, 0.0], [0.0, 0.0, 0.0], [0.0, 0.0, 0.0], [0.0, 0.0, 0.0], [0.0, 0.0, 0.0], [0.0, 0.0, 0.0], [0.0, 0.0, 0.0], [0.0, 0.0, 0.0], [0.0, 0.0, 0.0], [0.0, 0.0, 0.0], [0.1, 0.0, 0.0], [0.0, -0.1, -0.1], [-0.1, 0.1, 0.0], [0.1, 0.0, 0.0], [0.1, 0.0, 0.1], [0.0, 0.0, 0.0], [0.0, 0.0, -0.1], [0.0, -0.1, 0.1], [0.0, 0.0, 0.0], [0.0, 0.0, 0.0], [0.0, 0.0, 0.0], [0.0, 0.0, 0.0], [0.0, 0.0, 0.0], [0.0, 0.0, 0.0], [0.0, 0.0, 0.0], [0.0, 0.0, 0.0], [0.0, 0.0, 0.0], [0.0, 0.0, 0.0], [0.0, 0.0, 0.0], [0.0, 0.0, 0.0], [0.0, 0.0, 0.0], [0.0, 0.0, 0.0], [0.0, 0.0, 0.0], [0.0, 0.0, 0.0], [0.0, 0.0, 0.0], [0.0, 0.0, 0.0], [0.0, 0.0, 0.0], [0.0, 0.0, 0.0], [0.0, 0.0, 0.0], [0.0, 0.0, 0.0], [0.0, -0.1, 0.0], [0.0, 0.0, 0.0], [0.0, 0.0, 0.0], [0.0, 0.0, 0.0], [0.0, 0.0, 0.0], [0.0, 0.0, 0.0], [0.0, 0.0, 0.0], [0.0, 0.0, 0.0], [0.0, 0.0, 0.0], [0.0, 0.0, 0.0], [0.0, -0.1, 0.1], [-0.1, 0.1, 0.0], [0.2, 0.0, 0.0], [0.1, 0.0, 0.0], [0.0, 0.0, 0.1], [0.0, 0.0, 0.0], [0.0, 0.0, 0.0], [0.0, 0.0, 0.0], [-0.1, 0.0, 0.0], [0.0, 0.0, 0.0], [0.0, 0.0, 0.0], [0.0, 0.0, 0.0], [0.0, -0.1, 0.0], [0.0, 0.0, 0.0], [0.0, 0.0, 0.0], [0.0, 0.0, 0.0], [0.0, 0.0, 0.0]]
}

***

Asked for calculated total energy across the records above, the calculation gives -82520.32712, -195501.14434 eV in order.